A cluster of 2 separate species, C4H11N3O2 in total, computed with ωB97M-V/def2-TZVPD.

For the HOMO-LUMO gap, the calculation gives 9.86 eV. For the molecular weight, the calculation gives 133.2 g/mol. As for the SMILES: CN=C(N)N.CC(=O)O. Its HOMO energy is -9.20 eV. As for the charge: 0.

Each line ends with the natural charge from an NBO analysis.
CARTESIAN COORDINATES (ANGSTROEM)
C -0.207 -2.722 2.246  -0.732
C -0.428 -1.202 2.343  0.807
O -1.124 -0.761 1.275  -0.772
O -0.002 -0.435 3.160  -0.583
H -0.879 -3.250 2.896  0.234
H 0.785 -3.125 2.448  0.237
H -0.506 -2.982 1.234  0.230
C 1.351 1.418 0.129  -0.443
C -0.046 0.864 -1.782  0.611
N 0.236 0.862 -0.553  -0.578
N -1.208 0.236 -2.289  -0.848
N 0.361 1.872 -2.685  -0.851
H -0.727 -0.030 0.745  0.526
H 2.288 0.888 -0.096  0.211
H 1.222 1.361 1.217  0.220
H -1.815 -0.292 -1.689  0.408
H -0.933 -0.143 -3.185  0.382
H 0.685 2.708 -2.215  0.382
H -0.419 2.179 -3.250  0.386
H 1.365 2.554 0.050  0.172

---

A cluster of 2 separate species, C4H11N3O2 in total, computed with ωB97M-V/def2-TZVPD.

For the HOMO-LUMO gap, the calculation gives 10.17 eV. For the molecular weight, the calculation gives 133.2 g/mol. As for the SMILES: CN=C(N)N.CC(=O)O. Its HOMO energy is -9.35 eV. As for the charge: 0.

Each line ends with the natural charge from an NBO analysis.
CARTESIAN COORDINATES (ANGSTROEM)
C -2.388 2.635 0.635  -0.725
C -1.848 1.232 0.588  0.787
O -0.798 1.057 1.406  -0.714
O -2.311 0.352 -0.096  -0.609
H -1.956 3.273 -0.128  0.236
H -2.131 3.088 1.595  0.229
H -3.473 2.633 0.549  0.236
C 1.046 -2.099 1.002  -0.439
C 1.316 -0.724 -0.908  0.600
N 1.278 0.579 -1.485  -0.834
N 0.733 -0.946 0.193  -0.585
N 2.055 -1.636 -1.616  -0.823
H 0.997 1.174 -0.707  0.385
H 0.499 0.617 -2.141  0.376
H -0.446 0.151 1.208  0.522
H 1.971 -2.572 -1.235  0.383
H 2.113 -1.591 -2.617  0.400
H 2.043 -1.994 1.437  0.200
H 0.947 -3.060 0.481  0.169
H 0.355 -2.170 1.840  0.206

---

A structure of composition C4H11N3O2, computed with ωB97M-V/def2-TZVPD.

For the HOMO-LUMO gap, the calculation gives 8.94 eV. For the molecular weight, the calculation gives 133.2 g/mol. Its HOMO energy is -8.09 eV. As for the charge: 0.

Each line ends with the natural charge from an NBO analysis.
CARTESIAN COORDINATES (ANGSTROEM)
C 0.357 0.464 -0.107  0.439
C -0.763 0.627 0.931  -0.713
C 1.695 -1.765 -0.281  -0.422
N 0.431 -1.084 0.016  -0.640
C -2.083 0.330 0.476  0.752
N 0.176 0.796 -1.509  -0.867
N 1.578 1.016 0.400  -0.854
O -3.082 0.789 1.287  -0.693
O -2.364 -0.338 -0.528  -0.730
H -3.907 0.444 0.916  0.488
H -0.336 -1.453 -0.548  0.415
H 1.430 1.813 1.000  0.382
H -0.736 0.469 -1.820  0.394
H 0.190 1.804 -1.615  0.366
H 2.231 1.234 -0.341  0.377
H -0.664 1.406 1.677  0.231
H -0.179 -0.743 1.099  0.440
H 2.456 -1.415 0.412  0.221
H 2.010 -1.553 -1.307  0.205
H 1.560 -2.839 -0.159  0.211

---

A cluster of 2 separate species, C4H11N3OS in total, computed with ωB97M-V/def2-TZVPD.

For the HOMO-LUMO gap, the calculation gives 9.47 eV. For the molecular weight, the calculation gives 149.2 g/mol. As for the SMILES: [H]/N=N/SCCCN=C.O. Its HOMO energy is -8.76 eV. As for the charge: 0.

Each line ends with the natural charge from an NBO analysis.
CARTESIAN COORDINATES (ANGSTROEM)
C 0.656 0.714 0.990  -0.413
C -0.476 -0.316 1.029  -0.259
C 0.553 1.636 -0.214  -0.532
C -1.170 -1.448 2.947  -0.055
N 2.198 0.504 -1.812  -0.357
N -0.260 -1.211 2.124  -0.382
N 2.798 -0.103 -2.732  -0.412
O -0.458 -1.121 -3.347  -0.940
S 0.591 0.699 -1.793  0.510
H 0.630 1.314 1.902  0.209
H 1.607 0.180 0.964  0.224
H -1.458 0.187 1.074  0.159
H -0.437 -0.915 0.112  0.220
H -0.396 2.172 -0.222  0.215
H 1.379 2.345 -0.236  0.235
H -0.966 -2.134 3.757  0.170
H -2.176 -1.011 2.907  0.135
H 0.394 -1.372 -3.723  0.481
H 3.805 -0.091 -2.525  0.320
H -0.864 -0.508 -3.964  0.473

---

An isolated molecule of C4H11N3OS, computed with ωB97M-V/def2-TZVPD.

For the HOMO-LUMO gap, the calculation gives 8.68 eV. For the molecular weight, the calculation gives 149.2 g/mol. Its HOMO energy is -7.86 eV. As for the charge: 0.

Each line ends with the natural charge from an NBO analysis.
CARTESIAN COORDINATES (ANGSTROEM)
C 1.976 -1.876 -1.363  0.612
C -2.056 2.576 1.035  -0.597
C -0.788 1.770 1.324  -0.428
C -0.596 0.661 0.229  -0.547
N 1.235 -0.840 -1.375  -0.826
N 1.792 -2.711 -2.475  -0.792
N 3.129 -2.181 -0.666  -0.806
O 1.903 -0.446 0.971  -1.020
S 1.295 0.252 -0.157  1.381
H -1.984 3.084 0.090  0.199
H -2.964 2.007 0.970  0.206
H -2.156 3.369 1.713  0.209
H -1.072 1.084 2.143  0.213
H 0.020 2.439 1.558  0.222
H -0.951 0.945 -0.881  0.213
H -1.011 -0.277 0.454  0.209
H 0.906 -2.927 -2.853  0.401
H 2.383 -3.509 -2.348  0.347
H 3.673 -1.640 -0.059  0.435
H 3.474 -3.025 -1.098  0.368

---

An isolated molecule of C4H11N3S, computed with ωB97M-V/def2-TZVPD.

For the HOMO-LUMO gap, the calculation gives 8.71 eV. For the molecular weight, the calculation gives 133.2 g/mol. As for the SMILES: CC(C)N/N=C/NS. Its HOMO energy is -7.96 eV. As for the charge: 0.

Each line ends with the natural charge from an NBO analysis.
CARTESIAN COORDINATES (ANGSTROEM)
C 2.256 1.302 -0.482  -0.664
C 2.116 -0.097 0.026  -0.082
C 1.602 0.010 1.491  -0.673
C -0.698 -1.134 -0.049  0.265
H 3.189 1.840 0.000  0.221
H 1.304 1.665 -0.085  0.240
H 2.716 1.614 -1.656  0.225
H 3.221 -0.603 0.340  0.204
H 0.857 0.929 1.791  0.209
H 1.190 -0.850 2.212  0.242
H 2.453 0.407 2.116  0.222
H 1.718 -0.987 -1.808  0.355
H -0.497 -2.096 0.296  0.160
H -2.345 -1.428 0.407  0.374
H -2.628 0.546 -1.415  0.091
N 1.277 -1.001 -0.847  -0.496
N 0.109 -0.486 -0.760  -0.346
N -1.866 -0.595 0.522  -0.757
S -2.467 0.816 -0.032  0.212

---

An isolated molecule of C4H11N3S, computed with ωB97M-V/def2-TZVPD.

For the HOMO-LUMO gap, the calculation gives 9.36 eV. For the molecular weight, the calculation gives 133.2 g/mol. As for the SMILES: [H]/N=C(\N)[C@@H](CS)NC. Its HOMO energy is -8.51 eV. As for the charge: 0.

Each line ends with the natural charge from an NBO analysis.
CARTESIAN COORDINATES (ANGSTROEM)
C -0.655 0.648 1.955  -0.420
C -0.526 -0.087 -0.421  -0.121
C -0.477 -1.582 -0.012  -0.531
C 0.841 0.350 -0.891  0.439
H -0.864 1.529 2.505  0.200
H 0.447 0.521 1.889  0.195
H -1.080 -0.196 2.477  0.178
H -2.129 0.769 0.574  0.368
H -1.184 0.129 -1.336  0.235
H -1.390 -1.922 0.383  0.215
H 0.285 -1.786 0.684  0.221
H 0.665 -2.121 -1.999  0.167
H 0.382 2.177 -0.250  0.412
H 1.789 2.086 -1.240  0.382
H 2.627 0.158 -1.404  0.327
N -1.108 0.825 0.593  -0.639
N 0.954 1.661 -0.888  -0.813
N 1.799 -0.429 -1.215  -0.746
S -0.376 -2.731 -1.406  -0.071

---

The ion C4H11N4 with charge +1, computed with ωB97M-V/def2-TZVPD.

For the HOMO-LUMO gap (alpha / beta), the calculation gives 7.72 / 5.35 eV. For the molecular weight, the calculation gives 115.2 g/mol. As for the SMILES: C/C=C(/N=[NH2+])N(C)N. Its HOMO energy (alpha / beta) is -12.91 / -11.47 eV. As for the charge: +1.

Each line ends with the natural charge from an NBO analysis.
CARTESIAN COORDINATES (ANGSTROEM)
C -1.376 -1.357 0.001  -0.011
C -0.094 -0.982 0.254  0.262
C -2.327 -0.541 -0.802  -0.649
C 0.348 1.503 1.078  -0.457
N 2.113 -1.357 0.484  -0.454
N 0.897 -1.583 0.671  -0.079
N 0.334 0.638 -0.044  -0.229
N 1.119 0.944 -1.155  -0.630
H -1.722 -2.130 0.518  0.225
H -1.708 0.280 -1.287  0.221
H -2.876 -1.088 -1.512  0.255
H -2.925 -0.031 -0.096  0.256
H 1.184 1.391 1.744  0.206
H 0.450 2.566 0.752  0.226
H -0.632 1.445 1.660  0.245
H 2.748 -1.952 1.027  0.424
H 1.410 1.904 -1.116  0.382
H 0.594 0.854 -2.026  0.388
H 2.464 -0.503 -0.153  0.419

---

A cluster of 2 separate species, C4H11N4O3 in total, computed with ωB97M-V/def2-TZVPD.

For the HOMO-LUMO gap (alpha / beta), the calculation gives 5.62 / 6.94 eV. For the molecular weight, the calculation gives 163.2 g/mol. Its HOMO energy (alpha / beta) is -8.53 / -13.78 eV. As for the charge: +1. The spin multiplicity is 3.

Each line ends with the natural charge from an NBO analysis.
CARTESIAN COORDINATES (ANGSTROEM)
C 1.309 0.049 -0.688  0.530
C -0.784 -0.501 -2.087  0.590
C 2.179 1.161 -0.388  -0.664
C 1.255 -1.847 1.023  0.519
N -1.868 -0.239 -1.540  -0.222
N -0.560 -1.335 -3.137  -0.670
N 1.156 -0.809 0.311  -0.565
N -2.118 0.748 -0.684  -0.436
O 0.555 -0.002 -1.693  -0.497
O 0.668 -2.041 2.171  -0.659
O -1.273 -0.048 2.771  -0.955
H 3.116 0.957 -0.902  0.250
H 1.746 2.051 -0.589  0.228
H 2.348 1.221 0.791  0.245
H 1.804 -2.776 0.730  0.174
H 0.359 -1.502 -3.516  0.441
H -1.393 -1.619 -3.669  0.433
H -3.009 0.973 -0.782  0.383
H -1.866 0.100 1.962  0.489
H -1.612 1.640 -0.949  0.354
H 0.063 -1.374 2.601  0.543
H -1.782 0.111 3.518  0.489

---

A structure of composition C4H11N5, computed with ωB97M-V/def2-TZVPD.

For the HOMO-LUMO gap, the calculation gives 8.49 eV. For the molecular weight, the calculation gives 129.2 g/mol. Its HOMO energy is -7.69 eV. As for the charge: 0.

Each line ends with the natural charge from an NBO analysis.
CARTESIAN COORDINATES (ANGSTROEM)
C 0.600 -1.618 -1.542  -0.416
C 1.137 2.454 1.057  -0.680
N -0.510 -1.207 -0.703  -0.318
C -0.827 0.151 -0.474  0.534
C 0.499 1.179 0.562  0.496
N -1.454 -2.143 -0.210  -0.662
N 0.824 0.002 1.541  -0.874
N 0.125 1.149 -0.668  -0.506
N -2.092 0.485 -0.446  -0.767
H -1.797 -2.707 -0.989  0.341
H -2.281 -1.589 0.064  0.394
H 0.625 0.155 2.526  0.380
H 0.600 -0.985 1.436  0.405
H -2.100 1.508 -0.471  0.346
H 0.612 -1.054 -2.480  0.206
H 1.535 -1.433 -1.006  0.199
H 0.593 -2.689 -1.760  0.219
H 1.583 3.023 0.237  0.246
H 0.391 3.076 1.559  0.232
H 1.938 2.244 1.769  0.225